[1]
Below is 2 unconnected molecules or ions with the total composition C10H16O in a non-equilibrium geometry, with properties calculated with ωB97M-V/def2-TZVPD.

Each line ends with the Mulliken charge.
Positions of all 27 atoms, in Å:
C1 -3.6876 -0.2641 -0.8825  -1.014
C2 -2.2637 -0.3809 -1.3549  -0.915
C3 -1.0371 0.5151 -0.8689  0.102
C4 -0.5910 1.4794 -1.6228  -0.004
C5 0.5482 2.2693 -1.3545  -0.862
C6 1.2657 1.8972 -0.1947  0.878
O1 2.4890 2.4750 0.0648  -0.516
C7 0.7478 1.0486 0.8473  -1.016
C8 -0.2872 0.2330 0.3017  -0.189
H1 -4.3739 -0.4672 -1.7528  0.276
H2 -3.9955 0.7682 -0.6168  0.324
H3 -3.8517 -0.9441 -0.0908  0.311
H4 -1.9881 -1.4515 -1.1038  0.309
H5 -2.0558 -0.3803 -2.4580  0.465
H6 -1.1876 1.7714 -2.5235  0.284
H7 0.9976 2.7522 -2.3096  0.207
H8 2.6527 3.1972 -0.4919  0.310
H9 1.0481 0.8430 1.8112  0.609
H10 -0.6985 -0.5277 0.9466  0.371
C9 2.3061 -1.9784 1.0100  -0.899
C10 1.9306 -1.6332 2.4448  -0.614
H11 2.9444 -1.2339 0.6049  0.292
H12 2.5648 -3.0605 0.9641  0.333
H13 1.6006 -2.1143 0.2175  0.288
H14 0.7741 -1.7695 2.3583  0.128
H15 1.9926 -2.4763 3.2459  0.325
H16 2.1553 -0.5681 2.8085  0.219

**Largest force on an atom**: 6.38 eV Å⁻¹
**SMILES string**: CCc1ccc(O)cc1.CC
**E_LUMO**: 0.93 eV
**Energy**: -12674.121 eV
**HOMO-LUMO gap**: 9.416 eV

***

[2]
Below is 2 unconnected molecules or ions with the total composition C10H16O in a non-equilibrium geometry, with properties calculated with ωB97M-V/def2-TZVPD.

Each line ends with the Mulliken charge.
Positions of all 27 atoms, in Å:
C1 1.4239 1.4454 -2.6909  -1.380
C2 1.4473 0.2359 -1.7972  0.589
C3 1.3489 0.3908 -0.4042  -0.458
C4 1.3953 -0.7052 0.4441  -0.644
C5 1.8056 -1.9272 -0.0822  0.741
O1 2.1641 -2.8951 0.8214  -0.528
C6 1.7417 -2.1461 -1.4426  -0.527
C7 1.5306 -1.0472 -2.2888  -0.505
H1 2.2847 2.0883 -2.4832  0.320
H2 0.5653 2.0741 -2.4481  0.316
H3 1.4420 1.1795 -3.7457  0.351
H4 1.0485 1.3672 -0.0510  0.401
H5 1.3305 -0.4880 1.5054  0.459
H6 2.3742 -3.7042 0.3461  0.291
H7 1.9999 -3.1049 -1.8729  0.267
H8 1.5711 -1.2471 -3.3556  0.298
C8 -2.4580 -0.4730 1.7653  -0.732
C9 -2.9346 0.9579 1.8860  -0.258
C10 -1.7465 1.9397 1.7504  -0.905
H9 -3.1478 -1.0874 1.1789  0.301
H10 -1.4408 -0.5696 1.3723  0.008
H11 -2.2915 -1.0793 2.6721  0.311
H12 -3.4263 1.1520 2.8454  0.270
H13 -3.6540 1.2273 1.1100  0.275
H14 -1.0866 1.9214 2.6173  0.303
H15 -2.0805 2.9334 1.4608  0.369
H16 -1.2072 1.5614 0.8870  0.066

**Largest force on an atom**: 1.60 eV Å⁻¹
**SMILES string**: Cc1ccc(O)cc1.CCC
**E_LUMO**: 0.88 eV
**Energy**: -12676.537 eV
**HOMO-LUMO gap**: 9.263 eV

***

[3]
Below is 2 unconnected molecules or ions with the total composition C10H16O in a non-equilibrium geometry, with properties calculated with ωB97M-V/def2-TZVPD.

Each line ends with the Mulliken charge.
Positions of all 27 atoms, in Å:
C1 1.5588 -1.8321 2.0513  -1.373
C2 0.7991 -2.0113 0.7624  0.436
C3 -0.4389 -1.3216 0.5707  -0.751
C4 -0.9654 -1.1217 -0.6770  -0.522
C5 -0.3478 -1.8569 -1.7061  0.445
O1 -0.6538 -1.5650 -3.0492  -0.573
C6 0.7007 -2.7174 -1.5322  -0.565
C7 1.3154 -2.7656 -0.2582  -0.364
H1 2.6279 -1.7490 1.8066  0.361
H2 1.3992 -2.5996 2.8123  0.287
H3 1.3785 -0.8534 2.4863  0.368
H4 -0.8636 -0.9128 1.4801  0.509
H5 -1.8427 -0.5130 -0.8257  0.612
H6 -0.5217 -0.6424 -3.2164  0.309
H7 1.1017 -3.3207 -2.3336  0.412
H8 2.1687 -3.4141 -0.2308  0.409
C8 0.5681 2.7093 -0.1373  -1.043
C9 -0.8384 3.2439 0.2521  -0.407
C10 -1.8116 2.0739 0.2852  -0.409
H9 0.8819 2.1042 0.7007  0.257
H10 0.5852 2.4620 -1.1932  0.284
H11 1.3372 3.4971 -0.0697  0.361
H12 -0.7337 3.5775 1.2969  0.236
H13 -1.1889 4.0982 -0.3204  0.366
H14 -2.5638 2.3774 1.0287  0.331
H15 -2.3462 1.8598 -0.6450  0.303
H16 -1.3058 1.1933 0.6617  -0.278

**Largest force on an atom**: 2.78 eV Å⁻¹
**SMILES string**: Cc1ccc(O)cc1.CCC
**E_LUMO**: 0.83 eV
**Energy**: -12675.953 eV
**HOMO-LUMO gap**: 9.397 eV

***

[4]
Below is 2 unconnected molecules or ions with the total composition C10H16O in a non-equilibrium geometry, with properties calculated with ωB97M-V/def2-TZVPD.

Each line ends with the Mulliken charge.
Positions of all 27 atoms, in Å:
C1 -0.4950 3.0374 0.4326  -1.365
C2 0.1347 1.6421 0.7409  0.218
C3 1.2593 1.0538 0.0961  -0.089
C4 1.6234 -0.2593 0.3679  -0.646
C5 0.9196 -1.0286 1.3129  0.947
O1 1.3941 -2.2486 1.7575  -0.550
C6 -0.1473 -0.4768 2.0068  -0.791
C7 -0.4017 0.8407 1.6966  0.145
H1 0.2469 3.3806 -0.3948  0.306
H2 -0.6240 3.6315 1.3222  0.347
H3 -1.3245 3.2225 -0.2470  0.308
H4 1.7469 1.6058 -0.7658  0.163
H5 2.6124 -0.5988 -0.0008  0.226
H6 2.1028 -2.5587 1.2342  0.284
H7 -0.7551 -1.1768 2.7231  0.271
H8 -1.3175 1.2934 2.2149  0.202
C8 -2.5574 -0.6335 -2.5074  -1.342
C9 -1.1542 -0.7406 -1.7764  0.503
C10 0.0973 -0.8448 -2.6854  -1.178
H9 -2.9095 -1.7030 -2.4577  0.274
H10 -2.5475 -0.4987 -3.4719  0.419
H11 -3.1666 -0.0424 -1.9099  0.385
H12 -1.1502 0.1413 -0.9385  -0.256
H13 -1.1572 -1.5938 -1.0738  0.224
H14 0.9196 -0.4785 -2.1489  0.236
H15 0.3116 -1.9265 -2.7476  0.291
H16 0.1860 -0.2528 -3.5062  0.469

**Largest force on an atom**: 7.23 eV Å⁻¹
**SMILES string**: Cc1ccc(O)cc1.CCC
**E_LUMO**: 0.83 eV
**Energy**: -12674.397 eV
**HOMO-LUMO gap**: 9.342 eV

***

[5]
Below is 2 unconnected molecules or ions with the total composition C10H16O in a non-equilibrium geometry, with properties calculated with ωB97M-V/def2-TZVPD.

Each line ends with the Mulliken charge.
Positions of all 27 atoms, in Å:
C1 0.6240 -2.8485 -1.4015  -1.207
C2 0.8430 -1.4018 -0.9919  -0.817
C3 -0.1870 -1.0948 0.1130  0.582
C4 -1.5795 -0.8325 -0.1358  -0.559
C5 -2.4061 -0.1943 0.7783  -0.615
C6 -1.7836 -0.1298 2.0130  1.017
O1 -2.5059 0.4028 3.0249  -0.575
C7 -0.5169 -0.4714 2.3341  -0.697
C8 0.3579 -1.0447 1.3977  -0.404
H1 -0.4144 -3.0860 -1.6450  0.313
H2 0.9262 -3.5179 -0.6412  0.349
H3 1.2469 -3.3464 -2.3026  0.310
H4 1.7866 -1.2882 -0.4207  0.314
H5 0.9324 -0.8554 -1.8477  0.449
H6 -1.8727 -1.0354 -1.1761  0.285
H7 -3.3748 0.2779 0.3968  0.211
H8 -3.3160 0.9037 2.7429  0.302
H9 -0.1389 -0.5758 3.3172  0.415
H10 1.3616 -1.3861 1.7205  0.325
C9 0.7940 2.0966 -0.7162  -0.519
C10 1.6902 3.2399 -1.1225  -1.278
H11 -0.2431 2.3383 -0.8177  0.341
H12 0.9696 1.2710 -1.2738  0.079
H13 0.9324 1.8500 0.2850  0.323
H14 2.6973 3.0321 -1.0989  0.404
H15 1.6596 4.0110 -0.3933  0.358
H16 1.5170 3.6857 -2.1385  0.295

**Largest force on an atom**: 4.00 eV Å⁻¹
**SMILES string**: CCc1ccc(O)cc1.CC
**E_LUMO**: 0.82 eV
**Energy**: -12675.015 eV
**HOMO-LUMO gap**: 9.038 eV

***

[6]
Below is a molecular structure, C10H16O2SSb in a non-equilibrium geometry, with properties calculated with ωB97M-V/def2-TZVPD.

Each line ends with the Mulliken charge.
Positions of all 30 atoms, in Å:
O1 -0.8159 -3.7338 -0.5883  -0.657
C1 -0.0275 -2.8105 -0.6038  0.364
O2 0.5598 -2.3633 -1.6606  -0.684
Sb1 0.1610 -0.2751 -2.1308  0.289
C2 -0.2606 1.8553 -2.5451  -1.341
C3 -0.2200 2.7891 -1.3320  -0.618
C4 -1.0656 2.2913 -0.1657  -0.294
S1 -1.3704 3.6510 1.0024  -0.284
C5 0.3346 -2.1916 0.7204  0.457
C6 1.6478 -1.8499 1.0283  -0.135
C7 1.9627 -1.3325 2.2826  -0.485
C8 0.9507 -1.1120 3.2133  -0.379
C9 -0.3668 -1.4412 2.9012  -0.507
C10 -0.6764 -1.9961 1.6635  -0.591
H1 1.5341 -0.3524 -3.2294  -0.087
H2 -0.8650 -0.8250 -3.4446  -0.075
H3 -1.2123 -0.4389 -1.0548  -0.028
H4 1.2296 0.1672 -0.8181  -0.053
H5 -1.2313 1.9356 -3.0317  0.410
H6 0.4998 2.1927 -3.2468  0.393
H7 0.8061 2.8932 -0.9823  0.330
H8 -0.5567 3.7863 -1.6231  0.452
H9 -2.0066 1.9029 -0.5342  0.357
H10 -0.5321 1.5020 0.3500  0.124
H11 -2.2231 3.0237 1.8187  0.104
H12 2.4197 -1.9772 0.2860  0.417
H13 2.9816 -1.0689 2.5186  0.368
H14 1.1869 -0.6837 4.1754  0.375
H15 -1.1563 -1.2708 3.6176  0.380
H16 -1.6878 -2.2673 1.4132  0.396

**Largest force on an atom**: 1.17 eV Å⁻¹
**E_LUMO**: 2.78 eV
**Energy**: -32095.619 eV
**Charge**: -1
**HOMO-LUMO gap**: 7.168 eV

***

[7]
Below is C10H16OS in the gas phase in a non-equilibrium geometry, with properties calculated with ωB97M-V/def2-TZVPD.

Each line ends with the Mulliken charge.
Positions of all 28 atoms, in Å:
C1 3.5227 0.8886 -2.1973  -1.285
C2 2.1859 0.4369 -1.6325  -0.140
S1 2.4682 -0.7464 -0.2363  -0.128
C3 0.9593 -0.4775 0.6043  0.145
C4 0.9404 0.3254 1.7198  -0.341
C5 -0.3155 0.5670 2.4564  0.327
O1 -0.3433 1.2357 3.4832  -0.618
C6 -1.5890 -0.1645 1.9722  -0.881
C7 -1.5424 -0.4332 0.4201  1.586
C8 -1.6082 0.9200 -0.3728  -1.620
C9 -2.7289 -1.3484 0.0246  -1.964
C10 -0.2449 -1.1758 0.0897  -1.196
H1 3.4474 1.4231 -3.1431  0.381
H2 4.1542 -0.0070 -2.3939  0.314
H3 4.0659 1.4911 -1.4349  0.310
H4 1.6860 1.3619 -1.3327  0.233
H5 1.5477 -0.0333 -2.4027  0.301
H6 1.8453 0.7935 2.0670  0.493
H7 -2.4550 0.4722 2.2209  0.372
H8 -1.6439 -1.0880 2.5176  0.401
H9 -1.7055 0.7082 -1.4633  0.371
H10 -2.5015 1.4915 -0.1032  0.419
H11 -0.7523 1.5656 -0.2214  0.332
H12 -2.7694 -2.2674 0.6752  0.373
H13 -3.6788 -0.8651 0.1526  0.435
H14 -2.6252 -1.6445 -1.0082  0.436
H15 -0.2189 -2.1868 0.5059  0.387
H16 -0.1003 -1.2426 -0.9671  0.557

**Largest force on an atom**: 2.76 eV Å⁻¹
**SMILES string**: CCSC1=CC(=O)CC(C)(C)C1
**E_LUMO**: 0.15 eV
**Energy**: -23512.015 eV
**HOMO-LUMO gap**: 9.155 eV

***

[8]
Below is 2 unconnected molecules or ions with the total composition C10H16S in a non-equilibrium geometry, with properties calculated with ωB97M-V/def2-TZVPD.

Each line ends with the Mulliken charge.
Positions of all 27 atoms, in Å:
C1 -1.7845 -1.8919 0.0195  -1.417
C2 -1.8035 -0.8015 1.0435  0.740
C3 -2.6622 0.3022 0.9729  -0.434
C4 -2.4677 1.4007 1.7847  -0.380
C5 -1.3533 1.4422 2.6390  -0.579
C6 -0.6643 0.2684 2.8851  -0.361
C7 -0.9672 -0.8777 2.1555  -0.405
H1 -1.4246 -1.5509 -0.9526  0.251
H2 -2.7509 -2.3551 -0.1738  0.424
H3 -1.0618 -2.6492 0.3373  0.321
H4 -3.5244 0.2436 0.3163  0.372
H5 -3.0568 2.3075 1.7493  0.357
H6 -1.1983 2.3354 3.2290  0.400
H7 0.0355 0.1619 3.7107  0.352
H8 -0.4172 -1.7971 2.3273  0.338
C8 2.0246 -1.7357 -1.8719  -1.214
C9 2.0355 -0.5715 -0.8992  0.200
S1 1.7693 1.0988 -1.6288  -0.104
C10 2.2409 0.8912 -3.3565  -0.912
H9 2.3660 -2.6513 -1.3911  0.342
H10 2.6967 -1.5474 -2.7139  0.356
H11 1.0117 -1.8165 -2.2745  0.283
H12 1.1433 -0.6718 -0.2799  -0.244
H13 2.8853 -0.5055 -0.2277  0.409
H14 1.6131 0.1126 -3.7894  0.295
H15 2.0014 1.8238 -3.8580  0.297
H16 3.2825 0.6249 -3.5308  0.310

**Largest force on an atom**: 1.28 eV Å⁻¹
**SMILES string**: Cc1ccccc1.CCSC
**E_LUMO**: 0.90 eV
**Energy**: -21464.275 eV
**HOMO-LUMO gap**: 9.212 eV

***

[9]
Below is a molecular structure, C10H17BaClFN2O2P in a non-equilibrium geometry, with properties calculated with ωB97M-V/def2-TZVPD.

Each line ends with the Mulliken charge.
Positions of all 35 atoms, in Å:
C1 3.4901 -3.8622 -0.8034  0.051
C2 3.3804 -2.7770 -0.3220  -0.742
C3 3.4692 -1.4451 0.3229  -0.372
C4 2.1862 -1.2447 1.1836  -0.723
C5 1.7165 0.2643 1.2174  -1.025
P1 -0.1260 0.2700 0.9104  0.610
Cl1 -0.3321 -0.9168 2.7436  -0.321
C6 -1.3428 1.4635 1.6126  -1.108
C7 -2.7408 1.3380 0.9070  -0.575
C8 -3.3746 -0.0613 0.9928  -0.412
N1 -3.4557 -0.7324 -0.3336  -0.665
C9 0.1858 1.3975 -0.6569  0.023
O1 0.2387 2.5798 -0.6670  -0.513
N2 0.4356 0.7345 -1.9844  -0.205
C10 -0.1690 1.5029 -2.9588  0.458
O2 -1.2892 1.7986 -2.9934  -0.357
F1 0.6602 2.0652 -4.0900  -0.348
H1 3.2716 -4.8612 -1.0956  0.445
H2 3.5653 -0.7040 -0.4740  0.283
H3 4.3416 -1.4660 0.9767  0.336
H4 1.4005 -1.8330 0.7032  0.429
H5 2.3676 -1.6311 2.1819  0.454
H6 2.2651 0.7925 0.4317  0.605
H7 1.9520 0.6452 2.2108  0.421
H8 -0.6153 -0.8008 0.1391  0.015
H9 -1.5243 1.2920 2.6682  0.642
H10 -1.0498 2.5133 1.5182  0.473
H11 -3.3843 2.0315 1.4506  0.368
H12 -2.6383 1.6609 -0.1358  0.346
H13 -2.8715 -0.7382 1.6924  0.334
H14 -4.3988 0.0505 1.3576  0.391
H15 -2.5446 -0.6961 -0.7830  0.176
H16 -3.5912 -1.7202 -0.1378  0.295
H17 0.0946 -0.2245 -2.0039  0.392
Ba1 0.4273 3.3147 -5.7813  1.817

**Largest force on an atom**: 4.53 eV Å⁻¹
**E_LUMO**: -8.59 eV
**Energy**: -42923.902 eV
**Charge**: +2
**HOMO-LUMO gap**: 5.164 eV